[1]
Below is a 4-piece molecular cluster, CH10N2O3 overall, with properties calculated with ωB97M-V/def2-TZVPD.

```
16
Properties=species:S:1:pos:R:3:nbo_charge:R:1
N -1.135 0.345 0.781 -0.831
C -0.556 1.336 1.499 0.296
N 0.655 1.751 1.463 -0.776
H -1.978 -0.111 1.087 0.416
H -0.535 0.015 -0.047 0.413
H -1.167 1.928 2.150 0.148
H 0.733 2.609 1.989 0.358
H 1.342 -1.908 -0.267 0.493
H 1.190 -3.353 -0.881 0.464
O 0.765 -2.677 -0.268 -0.989
H 1.727 0.227 0.615 0.509
H 1.933 0.171 -0.827 0.469
O 2.111 -0.394 -0.093 -0.972
H -2.220 0.435 -1.903 0.477
H -1.103 -0.548 -2.568 0.480
O -1.761 0.173 -2.729 -0.955
```

The value obtained for the energy relative to the best compared isomer or geometry (same formula, charge and spin) is 0.954 eV. As for the structure (SMILES): [H]/N=C/N.O.O.O.

=====

[2]
Below is a 5-piece molecular cluster, C39H86BBrF6N6O6PS2 overall, with properties calculated with ωB97M-V/def2-TZVPD.

```
148
Properties=species:S:1:pos:R:3:lowdin_charge:R:1
C -3.686 0.299 -3.478 -0.058
C -2.420 0.088 -4.310 -0.236
O -1.347 -0.179 -3.403 -0.008
B -0.067 0.164 -3.835 -0.606
O 0.283 -0.248 -5.115 0.117
P 1.065 1.158 -2.537 0.848
C 0.828 -0.427 -1.417 -0.276
N 2.027 -0.870 -0.653 0.008
C 2.781 0.622 -3.209 -0.356
C 3.976 1.075 -2.336 -0.110
C 2.890 -0.859 -3.637 -0.254
C 4.305 -1.481 -3.600 -0.110
C 1.149 2.789 -3.741 -0.365
F -0.037 3.502 -3.756 0.031
F 1.262 2.366 -5.045 0.049
C 2.230 3.901 -3.605 -0.555
F 2.447 4.292 -2.348 0.153
F 1.844 5.014 -4.281 0.123
F 3.400 3.542 -4.141 0.150
O 1.814 1.949 -1.152 -0.242
C 0.970 2.428 -0.199 -0.338
S 1.489 2.026 1.484 0.670
O 0.701 2.838 2.358 -0.277
O 2.903 2.080 1.611 -0.235
F 1.049 0.534 1.723 -0.164
C -0.530 2.254 -0.612 -0.462
C -1.310 3.542 -0.344 -0.109
C -0.917 4.739 -1.217 -0.259
C -1.997 5.110 -2.239 -0.613
Br -3.385 6.202 -1.446 0.629
N -1.363 1.178 0.113 0.149
C -1.653 1.094 1.273 -0.800
S -2.164 1.007 2.764 0.711
O -0.470 1.865 -1.903 -0.186
H -4.577 -0.072 -3.983 0.066
H -3.562 -0.229 -2.533 0.073
H -3.789 1.355 -3.229 0.069
H -2.554 -0.757 -4.993 0.111
H -2.185 0.985 -4.886 0.122
H 0.089 -1.176 -5.283 0.108
H 0.024 -0.291 -0.699 0.041
H 0.501 -1.275 -2.034 0.072
H 1.771 -1.099 0.299 0.028
H 2.420 -1.714 -1.049 0.054
H 2.965 1.167 -4.137 0.095
H 4.057 0.518 -1.406 0.065
H 4.909 0.926 -2.892 0.064
H 3.948 2.142 -2.143 0.055
H 2.244 -1.555 -3.100 0.079
H 2.582 -0.931 -4.680 0.093
H 4.598 -1.720 -2.576 0.066
H 4.250 -2.419 -4.158 0.059
H 5.037 -0.836 -4.081 0.064
H 1.141 3.515 -0.152 0.139
H -1.189 3.819 0.704 0.119
H -2.363 3.309 -0.505 0.121
H -0.768 5.614 -0.580 0.088
H -0.001 4.604 -1.785 0.088
H -1.548 5.642 -3.073 0.059
H -2.446 4.202 -2.638 0.057
C -1.298 7.832 2.038 -0.086
C -2.170 9.009 2.444 -0.273
N -3.553 8.880 2.016 -0.197
C -4.322 10.097 2.189 -0.254
C -4.566 10.612 3.614 -0.090
C -4.216 7.649 2.411 -0.251
C -4.329 7.336 3.911 -0.081
H -1.314 7.690 0.956 0.062
H -0.267 8.015 2.345 0.075
H -1.612 6.901 2.511 0.068
H -1.768 9.913 1.977 0.116
H -2.076 9.159 3.533 0.099
H -5.287 9.962 1.691 0.110
H -3.810 10.884 1.626 0.107
H -5.329 10.033 4.134 0.053
H -4.921 11.645 3.572 0.066
H -3.657 10.604 4.216 0.063
H -3.699 6.818 1.927 0.084
H -5.216 7.646 1.969 0.114
H -3.405 7.562 4.446 0.067
H -4.534 6.273 4.048 0.072
H -5.143 7.883 4.386 0.052
C -1.075 -6.500 2.465 -0.095
C -1.394 -5.352 1.519 -0.279
N -1.706 -4.110 2.200 -0.185
C -2.235 -3.088 1.307 -0.234
C -1.315 -2.533 0.216 -0.077
C -0.713 -3.650 3.156 -0.256
C 0.712 -3.382 2.648 -0.061
H -1.903 -6.680 3.153 0.076
H -0.903 -7.411 1.890 0.069
H -0.175 -6.313 3.051 0.062
H -2.272 -5.628 0.928 0.115
H -0.564 -5.248 0.802 0.100
H -2.594 -2.254 1.916 0.096
H -3.130 -3.506 0.832 0.110
H -0.585 -1.838 0.625 0.038
H -1.904 -1.974 -0.515 0.076
H -0.783 -3.316 -0.328 0.074
H -0.656 -4.385 3.963 0.102
H -1.101 -2.745 3.629 0.049
H 1.054 -4.155 1.958 0.068
H 1.405 -3.365 3.492 0.074
H 0.793 -2.418 2.149 0.044
C -1.707 -1.961 8.634 -0.092
C -2.897 -2.736 8.088 -0.280
N -3.780 -1.934 7.261 -0.199
C -5.025 -2.608 6.939 -0.253
C -4.969 -3.874 6.074 -0.085
C -3.140 -1.232 6.157 -0.231
C -2.390 -2.067 5.111 -0.106
H -2.037 -1.098 9.215 0.078
H -1.118 -2.608 9.286 0.070
H -1.045 -1.611 7.842 0.065
H -3.486 -3.102 8.935 0.114
H -2.522 -3.632 7.567 0.100
H -5.689 -1.882 6.462 0.111
H -5.507 -2.865 7.889 0.105
H -4.798 -3.644 5.023 0.058
H -5.925 -4.399 6.136 0.067
H -4.194 -4.566 6.405 0.064
H -2.442 -0.506 6.580 0.103
H -3.900 -0.626 5.659 0.114
H -1.795 -2.862 5.566 0.075
H -1.709 -1.424 4.553 0.041
H -3.065 -2.518 4.385 0.065
C 6.179 -6.059 -3.194 -0.087
C 5.516 -6.401 -4.519 -0.277
N 5.838 -5.476 -5.592 -0.199
C 5.017 -5.671 -6.774 -0.251
C 5.148 -6.991 -7.546 -0.089
C 7.253 -5.260 -5.834 -0.248
C 8.118 -6.476 -6.197 -0.085
H 5.902 -5.058 -2.864 0.077
H 5.854 -6.769 -2.433 0.072
H 7.267 -6.120 -3.249 0.063
H 4.433 -6.371 -4.376 0.118
H 5.762 -7.444 -4.776 0.098
H 5.206 -4.839 -7.458 0.112
H 3.974 -5.561 -6.462 0.109
H 6.055 -7.026 -8.148 0.053
H 4.305 -7.095 -8.232 0.068
H 5.139 -7.858 -6.885 0.063
H 7.678 -4.793 -4.943 0.100
H 7.346 -4.503 -6.616 0.114
H 7.877 -7.347 -5.586 0.065
H 9.171 -6.240 -6.029 0.069
H 8.016 -6.756 -7.245 0.052
```

Its total energy is -181048.285 eV. The charge is -1.